(1)
The following is a DFT calculation (ωB97M-V with the def2-TZVPD basis set) of a structure of composition C23H20AuN3O8SSi.

Properties
Total charge: -1
Multiplicity: 4
Total energy: -67423.5288 eV
Orbital gap (alpha / beta): 0.25668 / 0.21356 Ha
Max |F|: 2.875 eV/Å

Structure (XYZ):
```
57
Properties=species:S:1:pos:R:3:forces:R:3
Au -1.4833 -0.1433 -0.1359 0.2 0.2 0.2
S -1.7741 2.7596 -1.1280 0.0 0.0 0.1
Si 3.2989 -2.3964 -1.7543 -1.2 -0.2 0.2
O -3.0935 0.1664 1.2713 -0.3 -1.3 -0.9
O -3.7957 -3.5006 -0.9875 1.6 1.9 0.8
O -9.0340 -1.5553 1.6345 -0.4 0.7 0.0
O -5.9859 2.2869 1.8588 0.3 0.3 0.4
O -2.0649 -2.1649 -0.3371 -1.6 0.3 -0.2
O 1.9925 1.4825 -0.3862 1.6 -0.5 0.1
O -4.2642 1.6660 3.0239 -0.2 0.3 0.2
O -8.3871 -3.1649 0.3730 -0.2 0.3 -0.4
N 3.2399 -0.7500 -1.2473 -1.6 -1.0 -1.3
N -8.1992 -2.1063 0.9560 1.5 -1.9 0.4
N -5.1517 1.4736 2.2292 -0.3 -0.7 -0.6
C -0.3620 3.6288 1.5100 0.1 0.8 0.0
C 6.0467 0.7335 0.5182 -1.4 -1.4 -1.7
C 4.0302 2.0038 0.8688 -0.2 1.4 0.5
C 0.0349 4.8210 1.0286 -0.1 1.4 -0.2
C 3.3202 1.2832 -0.0738 -0.4 0.2 0.9
C -3.3422 -2.4869 -0.3894 -0.4 -2.7 -0.9
C 5.3212 -0.1099 -0.3534 1.5 1.4 1.3
C 5.3732 1.7535 1.1609 -0.2 -0.3 -0.6
C 1.7647 3.8634 -0.4437 -0.8 -0.8 -0.4
C 0.1333 2.4178 0.8630 0.8 -2.4 -0.1
C -6.8103 -1.6261 0.9884 0.2 2.6 1.1
C -6.6231 -0.3501 1.6201 0.7 -1.4 -0.6
C 3.9393 0.1016 -0.6052 0.6 0.1 0.1
C -5.7167 -2.2631 0.4307 -0.2 0.2 -0.9
C -4.1927 -0.5360 1.0605 0.8 1.7 0.8
C -0.9546 1.8245 -0.1006 -0.1 -0.3 -0.7
C 1.0104 4.9472 -0.0396 -0.8 -0.4 1.3
C 3.0222 -2.5893 -3.6005 1.2 -0.7 1.3
C -5.3179 0.1262 1.6235 -1.8 -0.1 0.5
C 1.7983 -3.2572 -1.0129 0.3 0.6 -0.9
C -4.4188 -1.7515 0.3724 0.1 1.3 1.0
C 4.8528 -3.2311 -1.2214 0.7 -0.6 0.3
C 1.4279 2.6354 0.0613 -1.6 0.2 0.5
H 3.9610 -2.4049 -4.0771 0.7 0.1 -0.7
H 0.2390 1.5468 1.5785 0.4 1.1 -0.4
H 2.3117 -1.9204 -3.9853 -1.2 0.7 -0.5
H -0.4246 5.7821 1.3653 0.4 -1.0 -0.1
H 0.9587 -2.5716 -1.1979 0.0 -0.4 0.5
H 5.6377 -3.0349 -1.9474 0.3 0.0 -0.1
H 1.0922 5.8750 -0.5298 0.2 1.0 -0.4
H 1.9221 -3.5812 -0.0082 -0.2 0.3 1.2
H 5.8964 2.4078 1.8238 0.1 0.3 0.4
H 2.3845 3.9012 -1.3285 0.5 0.1 0.2
H 3.6334 2.8869 1.3955 -0.3 -0.6 -0.5
H 4.7585 -4.3221 -1.1395 -0.1 0.2 -0.1
H 5.8123 -0.9272 -0.8682 -0.1 0.2 0.1
H 2.7551 -3.6416 -3.7346 -0.1 0.2 -0.2
H -5.8590 -3.1452 -0.1351 -0.2 -0.9 -0.3
H -7.4732 0.1344 2.1081 0.5 0.1 -0.4
H 7.0886 0.5733 0.5853 1.0 0.0 0.4
H 1.5954 -4.1774 -1.5413 -0.1 -0.3 -0.5
H -1.1367 3.4918 2.2503 -0.1 0.2 0.1
H 5.2124 -2.8650 -0.2504 -0.2 -0.1 -0.2
```
Positions in Å, forces in eV/Å.


(2)
The following is a DFT calculation (ωB97M-V with the def2-TZVPD basis set) of a structure of composition C33H41DyF6N9O6S2.

Properties
Total charge: +1
Multiplicity: 6
Total energy: -122634.8665 eV
Orbital gap (alpha / beta): 0.27189 / 0.27127 Ha
Max |F|: 3.050 eV/Å

Structure (XYZ):
```
98
Properties=species:S:1:pos:R:3:forces:R:3
Dy -18.2586 2.3465 -7.6193 0.0 -0.6 0.5
S -15.7492 4.8610 -7.8647 0.6 1.4 -0.6
S -17.5802 4.9400 -10.0757 0.9 -0.5 2.3
F -15.8397 6.1751 -5.5804 -0.1 -0.1 0.4
F -19.6572 6.1287 -10.8677 -0.4 0.1 -0.4
F -17.5599 6.4376 -6.9282 0.7 0.1 0.7
F -17.9799 7.5292 -10.9371 -0.2 -1.5 0.4
F -15.6259 7.3185 -7.3886 0.3 1.6 -0.1
F -18.8471 6.9701 -9.0183 0.2 -0.6 -1.5
O -14.3307 4.7394 -7.7461 -0.5 0.1 -0.7
O -16.5128 3.8444 -7.1795 -1.0 -1.6 0.0
O -18.1032 2.4150 -5.3581 -0.7 -0.8 -1.8
O -13.2571 -0.7437 -2.6579 0.1 1.2 -0.7
O -18.4432 4.2042 -9.1401 -0.6 0.0 -0.4
O -17.3680 4.3841 -11.3505 -0.1 -0.1 -1.1
N -17.0179 1.7184 -9.8099 1.2 -0.5 -0.3
N -17.2793 1.0118 -10.8533 -0.8 -0.2 0.3
N -15.7086 1.6421 -9.4955 0.6 -0.4 -1.1
N -20.6342 2.7666 -6.7707 0.6 -0.5 0.5
N -16.1695 0.4196 -11.2364 1.2 0.1 0.2
N -16.2579 5.2847 -9.3291 1.1 0.0 1.0
N -15.1641 0.9340 -3.4926 0.6 -1.4 0.4
N -20.0334 1.5750 -9.4063 -1.5 -1.1 0.8
N -10.9752 -1.8098 -5.9265 2.9 -0.7 0.8
C -21.5234 3.8829 -7.1142 -0.6 0.5 0.3
C -12.3072 3.2558 -3.2825 1.3 0.3 -0.3
C -13.3758 -1.2274 -6.5437 -0.2 1.2 0.3
C -15.1539 0.8547 -10.4243 -0.9 -0.1 0.6
C -16.2829 -2.0523 -11.9661 0.7 0.1 0.4
C -17.4980 -2.4915 -11.1967 0.3 0.1 0.6
C -16.0803 -0.4207 -7.1411 1.1 0.9 0.6
C -13.6000 2.8105 -3.4934 0.2 0.1 -0.1
C -13.8144 0.0866 -6.3264 -0.5 0.1 -0.2
C -12.2487 -1.7558 -2.4089 -0.9 1.0 -0.2
C -15.5916 -1.6916 -7.3059 0.4 -1.4 -0.7
C -17.8495 3.1961 -4.3803 0.5 0.2 0.2
C -12.8567 0.5925 -2.8920 -1.1 -2.5 1.1
C -16.3251 1.4425 -3.7051 -0.9 0.9 0.5
C -14.2727 -2.1266 -7.0321 -1.6 -0.2 -0.6
C -16.2056 -0.5596 -12.3488 0.8 -0.8 0.6
C -12.0324 -1.5515 -6.2195 -2.3 0.3 -0.7
C -16.5966 3.5537 -2.3560 0.2 1.6 0.3
C -17.9921 5.2810 -3.2126 -0.7 0.5 0.6
C -11.5865 1.0456 -2.6915 1.1 1.3 0.4
C -13.8823 1.4764 -3.2199 -0.3 0.7 -0.5
C -16.2154 6.3056 -6.8310 -0.6 -0.8 -1.2
C -16.8366 2.7835 -3.4721 -0.4 -0.9 -0.5
C -22.0130 2.9837 -9.4841 -1.7 1.0 -0.7
C -21.6737 4.2083 -8.6063 0.5 -0.8 0.0
C -17.1317 4.8155 -2.1949 -0.2 -0.4 -0.9
C -14.9725 -2.6193 -11.4175 1.0 1.1 0.4
C -18.4465 4.4642 -4.2292 1.1 0.1 0.5
C -17.5225 -0.0988 -7.4415 0.0 0.8 -0.5
C -15.1202 0.4688 -6.5784 -0.5 0.5 -0.5
C -18.5406 6.4991 -10.2769 -0.1 1.8 1.4
C -20.8351 2.4886 -10.2770 0.2 -0.9 0.3
C -11.2942 2.4042 -2.8255 -0.8 -0.6 -0.9
H -14.0864 0.5605 -10.4898 -1.1 0.3 0.0
H -12.7522 -2.6788 -2.2214 -0.6 -0.5 -0.1
H -18.4047 6.2946 -3.1614 0.3 -0.3 0.1
H -17.3751 -2.2264 -10.1627 -0.3 0.3 0.7
H -20.5297 2.8807 -5.7620 0.4 -0.4 -0.1
H -17.9876 -0.5537 -6.5778 -0.9 -0.1 0.3
H -14.1113 -2.4830 -12.0974 -0.4 0.6 0.2
H -16.8292 5.3900 -1.3301 -0.3 0.2 -0.1
H -20.7492 4.6182 -9.0578 -0.4 0.0 0.7
H -15.9536 3.2755 -1.5796 1.1 -0.9 0.9
H -10.2477 2.7008 -2.7628 -0.4 0.2 0.2
H -11.9508 4.2166 -3.6444 -0.6 0.2 0.3
H -14.6824 -2.2443 -10.4096 -0.3 -0.1 -0.6
H -16.3252 -2.3615 -7.7388 0.3 -0.5 0.1
H -21.1012 1.8557 -6.8540 0.0 0.5 -0.2
H -21.1435 4.7421 -6.5369 -0.1 -0.1 -0.5
H -15.1467 -0.0917 -3.5800 0.3 0.5 -0.1
H -13.1030 0.8274 -6.0287 0.3 0.3 0.3
H -14.9629 -3.6759 -11.3553 -0.6 -1.2 0.3
H -16.4170 -2.5743 -12.8774 0.1 -0.1 -1.6
H -20.1643 3.2789 -10.6268 -0.3 -0.1 0.1
H -18.4317 -2.1203 -11.5977 -0.2 0.2 -0.1
H -22.4864 2.1555 -8.9320 0.3 0.1 0.1
H -15.3024 -0.4573 -12.9577 -0.2 0.5 0.1
H -13.9729 -3.1381 -7.2417 -0.1 -0.3 0.0
H -22.8573 3.2838 -10.1809 1.1 -0.3 0.5
H -10.7507 0.4510 -2.3911 0.0 -0.8 0.0
H -20.6834 0.7491 -9.1495 1.5 1.7 -0.5
H -14.3418 3.4735 -3.9517 0.3 -0.3 0.4
H -15.3833 1.5242 -6.4147 0.1 -0.4 -0.1
H -11.7564 -1.5011 -1.5093 0.9 0.3 0.9
H -22.4500 4.9497 -8.7326 -0.2 0.3 0.2
H -17.0831 -0.3411 -12.9037 -0.6 0.6 -0.6
H -19.0906 4.8575 -4.9954 -0.3 0.0 -0.2
H -19.3051 1.1822 -9.9645 0.5 -0.6 -0.6
H -17.8876 -0.6746 -8.3377 0.4 0.3 0.7
H -17.5251 -3.5669 -11.2128 -0.1 -0.5 -0.1
H -17.0299 0.7057 -4.0660 -0.2 0.1 -0.2
H -22.4740 3.6348 -6.6188 -0.2 0.4 -0.6
H -11.5892 -1.8550 -3.2401 0.6 0.0 -0.6
H -21.1917 1.9207 -11.1282 0.0 0.0 -0.4
```
Positions in Å, forces in eV/Å.


(3)
The following is a DFT calculation (ωB97M-V with the def2-TZVPD basis set) of the molecule C4H6N2.

Properties
Multiplicity: 1
Total energy: -7224.5686 eV
Orbital gap: 0.33238 Ha
Max |F|: 1.163 eV/Å

Structure (XYZ):
```
12
Properties=species:S:1:pos:R:3:forces:R:3
N 2.0726 0.0873 0.1340 0.0 -0.1 -0.1
N -0.0515 -1.0900 0.0448 0.2 0.3 0.3
C -0.1993 1.1666 0.0227 0.1 0.1 -0.2
C -1.5177 0.6086 -0.1841 0.0 -0.2 0.1
C -1.4054 -0.7410 -0.1385 -0.1 0.2 0.2
C 0.6607 0.1223 0.0930 0.0 0.3 -0.2
H 0.0671 2.2094 0.1141 0.0 -0.1 -0.2
H -2.4331 1.1650 -0.3376 0.1 -0.1 0.0
H 2.4018 -0.8564 0.3219 -0.1 0.1 0.1
H 0.1233 -1.4408 0.9876 -0.2 -1.1 -0.3
H -2.1447 -1.5222 -0.2608 0.1 0.2 0.2
H 2.4261 0.2913 -0.7970 0.0 0.2 0.2
```
Positions in Å, forces in eV/Å.


(4)
The following is a DFT calculation (ωB97M-V with the def2-TZVPD basis set) of a cluster of 2 separate species, C9H20N5 in total.

Properties
Total charge: +1
Multiplicity: 1
Total energy: -17098.0800 eV
Orbital gap: 0.29405 Ha
Max |F|: 4.310 eV/Å

Structure (XYZ):
```
34
Properties=species:S:1:pos:R:3:forces:R:3
N 1.6431 0.3167 -0.7360 -0.8 0.5 1.6
N 1.0243 0.9328 -1.6263 -1.1 2.0 -0.9
N -1.7866 0.8050 -0.3795 -1.1 1.1 0.7
N 0.6837 2.1904 -1.5755 1.0 -1.7 0.2
N -0.6449 -0.9087 0.8749 -0.3 1.2 -0.1
C 2.7987 -0.1052 1.3095 1.1 1.1 -1.4
C 1.9058 -1.0372 -1.1267 1.0 -2.2 -0.4
C 3.4605 -1.2908 -0.9635 -4.0 -1.1 1.1
C -3.2550 1.2147 -0.5274 1.9 -1.1 0.4
C 3.6981 -1.0583 0.5546 3.1 -0.8 -0.1
C -3.9814 0.4567 0.5389 -0.2 -0.6 -0.7
C -3.0928 -0.6843 0.9026 1.3 1.4 -1.5
C 1.9001 0.6483 0.6670 0.0 0.9 -0.3
C -1.7498 0.0492 0.9159 -0.1 -0.9 -0.3
H 3.7897 -2.0034 1.1507 -0.4 0.5 -0.7
H 1.3547 1.5195 1.1138 0.4 -1.1 -0.7
H 3.5544 -2.3452 -1.2038 0.5 -0.1 0.0
H -4.8182 0.0619 0.0623 -2.1 -0.5 -0.3
H 3.9994 -0.7168 -1.6654 0.9 0.9 -0.4
H 1.3912 -1.1823 -2.0773 0.9 0.2 -0.4
H -4.2575 1.0059 1.4163 -0.1 0.5 0.4
H -3.4037 2.2300 -0.3976 0.2 2.3 0.2
H -0.9819 -1.8669 0.9280 0.5 0.4 0.6
H 4.8344 -0.7879 0.4733 -1.9 0.4 1.2
H 0.8343 2.8270 -0.8463 0.5 0.5 1.7
H -2.9611 -1.4147 0.0918 -0.5 -0.1 0.2
H -3.4740 -1.0902 1.7696 -0.1 -1.4 2.1
H 1.3633 -1.7894 -0.5268 0.3 0.8 0.5
H -3.6472 0.9902 -1.4909 0.0 -0.4 -0.9
H -1.6773 0.7350 1.8257 0.0 -0.6 -1.3
H -1.5552 0.1787 -1.1443 0.0 -0.3 0.4
H 3.0537 0.1713 2.3315 -0.2 -0.4 -0.1
H 0.0071 2.5134 -2.2167 -0.6 -0.3 -1.2
H -0.0099 -0.5655 1.5774 0.4 -1.3 0.2
```
Positions in Å, forces in eV/Å.


Looking at energy above the lowest of the compared OMol25 structures with the same formula, charge and spin for the records above, in order, we have 98.5; 79.2; 98.6; 347.1 kJ/mol.